A | The following is a DFT calculation (the ωB97M-V functional and the def2-TZVPD basis) of 2 unconnected molecules or ions with the total composition C4H11NO3.

Charge: 0
E_HOMO in Ha: -0.3429
SMILES string: CC(=O)[C@H](C)O.NO

Positions of all 19 atoms, in Å:
1 C 1.37570 -1.53872 0.32822
2 C 0.53323 -0.49290 -0.33289
3 O 0.10914 -0.56367 -1.45896
4 C 0.56833 0.95584 0.42597
5 C -0.18766 2.02126 -0.35607
6 O 1.93594 1.30264 0.56639
7 H 0.83024 -1.91102 1.19404
8 H 2.31157 -1.11304 0.68001
9 H 1.54349 -2.37837 -0.34243
10 H 0.20964 0.85716 1.45573
11 H -1.24665 1.78027 -0.39515
12 H 0.17931 2.06540 -1.38206
13 H -0.01467 3.00334 0.07990
14 H 2.29921 1.46750 -0.31236
15 N -2.50341 -1.14127 -0.36925
16 O -1.58667 -1.12489 0.73690
17 H -2.74729 -2.12387 -0.48892
18 H -1.93704 -0.87237 -1.17850
19 H -1.67242 -0.19330 1.14941


B | The following is a DFT calculation (the ωB97M-V functional and the def2-TZVPD basis) of 2 unconnected molecules or ions with the total composition C4H11NO3.

Charge: 0
E_HOMO in Ha: -0.3452
SMILES string: N[C@H](C=O)CCO.O

Positions of all 19 atoms, in Å:
1 N 0.75041 -1.21439 -1.10273
2 C -0.27125 -0.33001 -0.59768
3 C -0.16825 1.12470 -1.04409
4 O 0.28758 1.32148 -2.14701
5 C -0.54146 -0.60547 0.91767
6 C -1.81058 -1.42438 1.13790
7 O -1.71023 -2.40250 2.15118
8 H 1.51982 -0.69726 -1.48247
9 H 1.13050 -1.88425 -0.46484
10 H -1.20740 -0.58687 -1.12240
11 H -0.69792 1.95516 -0.56751
12 H -0.58570 0.32913 1.51613
13 H 0.37448 -0.96367 1.38725
14 H -2.04137 -1.95292 0.21132
15 H -2.64934 -0.71689 1.21721
16 H -1.38073 -1.97055 2.91535
17 O 3.35175 3.19802 -0.85398
18 H 2.97415 4.09353 -0.71331
19 H 2.67553 2.72716 -1.35802


C | The following is a DFT calculation (the ωB97M-V functional and the def2-TZVPD basis) of 3 unconnected molecules or ions with the total composition C4H11NO3.

Charge: 0
E_HOMO in Ha: -0.3013
SMILES string: [NH3+][O-].C=C=O.CCO

Positions of all 19 atoms, in Å:
1 N -2.06116 0.93658 1.29772
2 O -1.29146 1.39615 0.23473
3 H -1.58852 -0.12029 1.46919
4 H -1.96293 1.54702 2.10943
5 H -3.04514 0.87711 1.02560
6 C -0.95462 -1.09750 -1.48960
7 C -0.67987 -0.73901 -0.23846
8 O -0.77004 -1.15748 0.93109
9 H -0.77924 -0.43380 -2.31656
10 H -1.36020 -2.08158 -1.67296
11 C 2.01221 -0.23231 0.64133
12 C 1.27794 0.50808 -0.46123
13 O 1.65658 0.16388 -1.76545
14 H 1.60407 0.04051 1.61353
15 H 3.07183 0.02520 0.61714
16 H 1.89848 -1.31090 0.53020
17 H 1.46511 1.58394 -0.37543
18 H 0.06677 0.86175 -0.24381
19 H 1.44020 -0.76733 -1.90646


D | The following is a DFT calculation (the ωB97M-V functional and the def2-TZVPD basis) of 2 unconnected molecules or ions with the total composition C4H11NO3.

Charge: 0
E_HOMO in Ha: -0.3253
SMILES string: CCNCC(=O)O.O

Positions of all 19 atoms, in Å:
1 C -0.03599 2.15299 -0.79392
2 C 0.82801 0.98809 -0.37746
3 N 0.02752 -0.05883 0.32473
4 C 0.54862 -0.58517 1.59208
5 C 0.79295 0.49277 2.62004
6 O 1.58750 1.38605 2.49767
7 O -0.03075 0.35727 3.66313
8 H -0.69901 2.45293 0.02632
9 H -0.75076 1.93645 -1.59960
10 H 0.55274 3.02847 -1.05861
11 H 1.74353 1.26745 0.14542
12 H 1.14605 0.48705 -1.30215
13 H -0.87485 0.34885 0.51461
14 H -0.23018 -1.25785 1.90463
15 H 1.40192 -1.22467 1.37067
16 H 0.05708 1.06967 4.31121
17 O -2.12173 -4.24498 -4.24501
18 H -2.25191 -3.59183 -4.93974
19 H -1.69073 -5.00472 -4.65403


We find D to be the most stable, with the next structure 1.243 eV higher.


A | The following is a DFT calculation (the ωB97M-V functional and the def2-TZVPD basis) of 2 unconnected molecules or ions with the total composition C4H11NO3.

Charge: 0
E_HOMO in Ha: -0.3617
SMILES string: CNC(=O)CCO.O

Positions of all 19 atoms, in Å:
1 C 1.34199 2.48942 1.38689
2 N 1.01066 1.12724 1.02653
3 C -0.26652 0.71894 0.68939
4 O -0.95835 1.32398 -0.09143
5 C -0.68688 -0.60937 1.34759
6 C -1.10040 -1.53629 0.19593
7 O -2.47183 -1.30702 -0.13915
8 H 1.83573 3.03936 0.57029
9 H 0.43435 3.10876 1.42137
10 H 1.93310 2.53677 2.29269
11 H 1.55936 0.46399 1.52367
12 H -1.48784 -0.41168 2.06366
13 H 0.05613 -1.05674 2.01267
14 H -1.12800 -2.62640 0.27113
15 H -0.43672 -1.37156 -0.65712
16 H -2.57627 -0.42371 -0.48113
17 O 2.47416 -1.90336 -3.53874
18 H 2.10958 -1.20809 -4.11958
19 H 2.72438 -1.40436 -2.77838


B | The following is a DFT calculation (the ωB97M-V functional and the def2-TZVPD basis) of 2 unconnected molecules or ions with the total composition C4H11NO3.

Charge: 0
E_HOMO in Ha: -0.3490
SMILES string: CN(C)CC(=O)O.O

Positions of all 19 atoms, in Å:
1 C 1.53732 0.22908 1.28124
2 N 0.40107 -0.12837 0.46741
3 C -0.29719 -1.23121 1.19806
4 C 0.88101 -0.56505 -0.97263
5 C -0.34664 -0.07164 -1.67998
6 O -1.49005 -0.37497 -1.51023
7 O -0.09383 0.88839 -2.66038
8 H 2.31903 -0.50588 1.32383
9 H 1.20816 0.37912 2.37192
10 H 1.88473 1.10583 0.72576
11 H -0.59669 -1.05823 2.24143
12 H -1.07158 -1.51113 0.53204
13 H 0.31140 -2.03518 1.45565
14 H 0.89718 -1.64424 -1.15707
15 H 1.71818 0.02202 -1.28470
16 H -0.82245 1.52148 -2.77406
17 O -2.22607 2.06885 0.08685
18 H -2.74965 1.31550 0.45848
19 H -1.46394 1.59561 -0.10365


We find A to be the most stable, with the next structure 0.915 eV higher.